{"formula": "C45H34AgF3O8PSSb", "method": "wB97M-V/def2-TZVPD", "lumo_energy_ha": 0.1423, "relative_energy_kcal_mol": 0.0, "multiplicity": 1, "charge": -2, "gap_ev": 6.377, "energy_ha": -3763.6602, "symbols": ["Sb", "Ag", "S", "P", "F", "F", "F", "O", "O", "O", "O", "O", "O", "O", "O", "C", "C", "C", "C", "C", "C", "C", "C", "C", "C", "C", "C", "C", "C", "C", "C", "C", "C", "C", "C", "C", "C", "C", "C", "C", "C", "C", "C", "C", "C", "C", "C", "C", "C", "C", "C", "C", "C", "C", "C", "C", "C", "C", "C", "C", "H", "H", "H", "H", "H", "H", "H", "H", "H", "H", "H", "H", "H", "H", "H", "H", "H", "H", "H", "H", "H", "H", "H", "H", "H", "H", "H", "H", "H", "H", "H", "H", "H", "H"], "positions_angstrom": [[-0.463897, 3.486879, 1.112385], [-1.065791, 0.155940, 0.797158], [-3.824305, -0.066879, 1.284351], [0.592166, -2.986487, -0.600240], [-4.171898, 2.606852, -3.882092], [5.221472, 4.905898, -1.110486], [-1.789376, 9.651792, 1.419993], [3.086634, 0.562823, 0.003615], [0.594337, 0.696703, 2.502378], [0.892220, 0.906647, -0.177056], [-3.385216, -0.310299, -0.095334], [-0.270010, -2.257810, 0.358939], [-3.267028, 1.170258, 1.828674], [-5.250487, -0.245109, 1.484329], [2.771427, 0.189970, 2.738745], [-3.707274, 3.697504, -1.853730], [2.413247, 4.448976, 1.111859], [-3.341344, -2.689290, 1.902313], [4.661940, -3.070269, -0.850063], [-0.901765, 7.849762, 0.192687], [0.693161, -1.063987, -2.540205], [-1.543041, 6.152829, 2.287540], [1.964988, 0.672219, 0.499689], [1.044153, -5.785884, -0.756902], [-0.940192, 5.618332, 1.154547], [3.982569, 4.578795, -0.659050], [0.131921, -4.745088, -0.627007], [-1.623187, 3.223923, -0.696215], [-1.511132, 8.326486, 1.337067], [3.687502, 4.782160, 0.670753], [-0.620401, 6.494095, 0.116323], [1.772142, 0.510619, 2.072281], [3.069758, 4.053032, -1.547547], [-1.222482, -5.033145, -0.468974], [5.023059, -2.571235, 0.398628], [0.077612, -3.246007, -3.367932], [-2.649400, -3.729920, 2.498587], [1.451894, 3.935587, 0.247206], [-1.603648, -3.480347, 3.385917], [0.568992, -0.554318, -3.823464], [-1.307495, -2.161187, 3.702306], [-3.337693, 2.800772, -2.832290], [-2.155636, 2.097075, -2.777617], [-2.839856, 3.897660, -0.788900], [-0.779500, -4.609642, 3.942150], [-2.013377, -1.110017, 3.130026], [-0.743170, -7.386206, -0.595059], [0.442563, -2.418393, -2.311910], [0.608009, -7.104170, -0.738917], [-1.305390, 2.308596, -1.699849], [4.053553, -2.230822, 1.326009], [2.346356, -2.894362, -0.230497], [-1.658102, -6.348763, -0.456313], [-3.010143, -1.373866, 2.201946], [1.801367, 3.735082, -1.082348], [3.324800, -3.218403, -1.171723], [-0.038481, -2.729591, -4.652193], [0.205862, -1.382862, -4.878821], [-1.841873, 7.510177, 2.393553], [2.712283, -2.410616, 1.016620], [1.091468, 3.291768, -1.771774], [1.952606, -2.106853, 1.727728], [-4.127394, -2.885384, 1.181289], [0.109536, -0.975243, -5.878828], [6.069460, -2.412908, 0.631941], [-0.384302, 1.740121, -1.632939], [3.038955, -3.550438, -2.165178], [-2.712349, -6.563266, -0.327811], [5.423551, -3.306130, -1.584209], [-1.239569, -5.576754, 3.728904], [1.325962, -7.910116, -0.832376], [-0.144173, 6.109270, -0.779752], [-1.924415, -4.217984, -0.329228], [-2.899474, -4.757408, 2.251381], [-3.140204, 4.590989, -0.012788], [-2.319939, 7.925559, 3.272051], [4.443203, 5.169710, 1.341702], [4.310400, -1.756008, 2.263248], [-4.658073, 4.211461, -1.919681], [-1.083667, -8.415268, -0.578716], [-0.659333, 8.531859, -0.613174], [3.357961, 3.877427, -2.576404], [2.182395, 4.584313, 2.165213], [-0.484892, -1.930249, 4.371445], [0.217608, -4.609364, 3.492756], [0.958631, -0.397503, -1.718523], [-1.916388, 1.373893, -3.549026], [2.101069, -5.566365, -0.858095], [0.756447, 0.500130, -3.993938], [-0.648701, -4.521742, 5.023234], [-0.329313, -3.376650, -5.471722], [-0.127083, -4.295972, -3.191373], [-1.806427, 5.501524, 3.115943], [-1.746988, -0.088871, 3.372869]], "forces_ev_per_angstrom": [[0.0, -0.3, -0.2], [0.5, 0.1, -0.2], [-0.3, 0.0, 0.1], [0.0, 0.0, -0.1], [-0.2, -0.1, -0.2], [0.1, 0.0, -0.1], [-0.1, 0.2, 0.0], [-0.2, 0.0, 0.1], [0.1, -0.1, -0.1], [0.0, 0.1, 0.1], [0.1, 0.0, 0.0], [-0.1, 0.1, 0.1], [-0.1, 0.1, 0.1], [0.0, 0.0, 0.0], [-0.3, 0.1, -0.1], [0.0, 0.0, 0.0], [0.0, 0.0, 0.1], [0.0, -0.1, 0.0], [0.0, 0.0, 0.0], [0.0, 0.0, 0.0], [0.0, 0.0, 0.0], [-0.1, 0.0, 0.1], [0.1, 0.0, -0.1], [0.1, 0.0, 0.0], [0.1, 0.1, 0.1], [-0.1, 0.0, 0.0], [0.0, 0.0, 0.0], [0.0, 0.0, 0.0], [0.0, -0.1, 0.0], [0.0, 0.0, 0.0], [0.0, 0.0, -0.1], [0.1, -0.2, 0.1], [0.0, 0.0, 0.0], [-0.1, 0.0, 0.0], [0.0, 0.0, 0.0], [0.0, -0.1, 0.0], [0.0, 0.0, 0.0], [0.0, 0.1, 0.1], [-0.1, 0.0, 0.0], [0.0, 0.0, 0.0], [0.0, 0.0, 0.0], [0.1, 0.0, 0.1], [0.0, 0.0, -0.1], [0.0, 0.0, 0.0], [0.0, 0.0, 0.0], [0.0, 0.0, 0.0], [0.0, 0.0, 0.0], [0.0, 0.0, 0.0], [0.0, 0.0, 0.0], [0.1, 0.0, 0.0], [0.1, 0.0, 0.0], [0.0, -0.1, 0.0], [0.0, -0.1, 0.0], [-0.2, -0.1, 0.0], [0.0, -0.1, -0.1], [0.0, 0.0, -0.1], [0.0, 0.0, 0.0], [0.0, 0.0, 0.0], [0.0, 0.0, 0.0], [0.0, 0.0, 0.1], [0.1, 0.1, 0.1], [0.0, 0.0, 0.0], [0.0, 0.0, 0.0], [0.0, 0.0, 0.0], [0.0, 0.0, 0.0], [0.0, 0.0, 0.0], [0.0, 0.0, 0.0], [0.0, 0.0, 0.0], [0.0, 0.0, 0.0], [0.0, 0.0, 0.0], [0.0, 0.0, 0.0], [0.0, 0.0, 0.0], [0.0, 0.0, 0.0], [0.0, 0.0, 0.0], [0.0, 0.0, 0.0], [0.0, 0.0, 0.0], [0.0, 0.0, 0.0], [0.0, 0.0, 0.0], [0.0, 0.0, 0.0], [0.0, 0.0, 0.0], [0.0, 0.0, 0.0], [0.0, 0.0, 0.0], [0.0, 0.0, 0.0], [0.0, 0.0, 0.0], [0.0, 0.0, 0.0], [0.0, 0.0, 0.0], [0.0, 0.0, 0.0], [0.0, 0.0, 0.0], [0.0, 0.0, 0.0], [0.0, 0.0, 0.0], [0.0, 0.0, 0.0], [0.0, 0.0, 0.0], [0.0, 0.0, 0.0], [0.0, 0.0, 0.0]]}